[1]
31
Properties=species:S:1:pos:R:3 method="wB97M-V/def2-TZVPD" molar_mass_g_mol=204.27 fmax_ev_per_a=2.57 de_lowest_kcal_mol=41.2 homo_lumo_gap_ha=0.3366 smiles=CCc1c[nH]cn1.Cc1ccc(O)cc1 homo_energy_ev=-8.22
C 4.0814 -0.2885 1.2203
C 2.8310 0.3207 0.6110
C 2.9389 0.4004 -0.8921
C 4.0030 0.7293 -1.6792
N 3.5568 0.8340 -3.0053
C 2.2136 0.4341 -2.9343
N 1.8454 0.2460 -1.7278
H 4.9765 0.2590 0.9442
H 4.2646 -1.3477 1.0315
H 3.9288 -0.1026 2.3044
H 1.9106 -0.2797 0.6870
H 2.4631 1.2690 1.0063
H 4.9872 1.0175 -1.3542
H 4.1227 0.4258 -3.7348
H 1.5774 0.4347 -3.8083
C -2.3953 -1.7220 2.5891
C -2.8231 -0.8626 1.3957
C -1.9162 -0.6790 0.3509
C -2.2956 0.1776 -0.6816
C -3.5615 0.7369 -0.6872
O -3.8662 1.5834 -1.7102
C -4.4414 0.6021 0.4096
C -4.0263 -0.2134 1.4591
H -1.7290 -2.5311 2.2771
H -3.2569 -2.2661 2.9758
H -1.8504 -1.1368 3.3318
H -0.8864 -0.8893 0.5852
H -1.7214 0.3477 -1.5813
H -4.7888 1.6342 -1.9593
H -5.3898 1.1132 0.3022
H -4.7529 -0.2466 2.2747

---

[2]
16
Properties=species:S:1:pos:R:3 method="wB97M-V/def2-TZVPD" molar_mass_g_mol=60.14 fmax_ev_per_a=4.66 de_lowest_kcal_mol=17.6 homo_lumo_gap_ha=0.4597 smiles=CC.CC homo_energy_ev=-11.39
C 1.5880 -1.0069 -0.2189
C 2.9245 -1.0676 -0.8505
H 1.2925 -2.0325 0.0724
H 1.3409 -0.4017 0.6435
H 0.8010 -0.7381 -1.0164
H 3.2793 -0.0616 -1.2419
H 2.9552 -1.7960 -1.6807
H 3.7506 -1.4773 -0.1625
C -1.8034 0.3884 0.4223
C -2.7577 1.7259 0.7046
H -1.4363 0.0995 1.4312
H -2.2564 -0.5046 -0.0397
H -0.9615 0.6877 -0.1845
H -3.0823 2.1389 -0.3197
H -2.0698 2.4324 1.0669
H -3.5646 1.6135 1.3737

---

[3]
112
Properties=species:S:1:pos:R:3 method="wB97M-V/def2-TZVPD" molar_mass_g_mol=2971.83 fmax_ev_per_a=7.85 homo_lumo_gap_ha=0.3143 homo_energy_ev=-9.09
C -3.7778 -2.6665 -1.0223
C -3.7705 -1.0630 -0.7919
C -2.9240 -0.4446 -2.0201
N -1.4968 -0.5176 -1.6359
C -0.5589 0.1049 -2.6074
C -0.0156 -1.0673 -3.5512
C -0.2165 -0.8772 -5.1226
O -1.5553 -1.0710 -5.5997
C 0.6865 -2.0341 -5.8530
N -0.1349 -3.2438 -6.2056
C -0.8206 1.5695 -3.1306
S -1.9063 1.9975 -4.5550
O -2.3394 3.4295 -4.3174
O -3.1565 1.1966 -4.6962
F -1.0886 2.0608 -6.0392
O 0.5251 2.0995 -3.3449
C 1.5302 1.2747 -2.6868
O 2.7053 1.3639 -3.0228
C 0.6991 0.4446 -1.6271
C 0.4912 1.4892 -0.4328
C -0.2673 0.9371 0.8572
C 0.3957 1.3878 2.2587
O 0.9677 2.7074 2.2404
C -0.0268 3.7354 2.4263
O 1.2135 -0.7123 -0.9690
C 2.6276 -0.6773 -0.6944
C 2.8764 -1.7286 0.5158
C 3.9652 -2.8529 0.1590
O 3.1287 -1.0450 1.7737
H -3.7281 -3.2298 -0.0370
H -4.7276 -2.9445 -1.5881
H -2.8757 -2.9967 -1.6554
H -4.8068 -0.6019 -0.7854
H -3.1769 -0.8756 0.1677
H -3.2266 0.6602 -2.1193
H -3.2023 -1.0520 -2.9526
H -1.1993 -1.4446 -1.3220
H -0.5505 -2.0534 -3.2818
H 1.1022 -1.3122 -3.4190
H 0.2703 0.1068 -5.4211
H -2.1911 -1.2165 -4.8703
H 1.1207 -1.6554 -6.8431
H 1.5482 -2.3936 -5.2066
H -0.7043 -3.5120 -5.3937
H -0.7123 -3.0433 -7.0288
H -1.4047 2.0449 -2.2562
H 1.5399 1.8119 -0.0787
H -0.0235 2.4682 -0.7257
H -0.4583 -0.1811 0.8772
H -1.3104 1.4301 0.8552
H -0.4789 1.3803 3.0128
H 1.1393 0.6167 2.6669
H -0.7286 3.5669 3.3063
H -0.5909 3.9481 1.4419
H 0.5466 4.7108 2.6485
H 3.1634 -1.0852 -1.6312
H 3.0791 0.3439 -0.4966
H 1.8833 -2.2947 0.6701
H 3.5270 -3.8545 0.5184
H 4.0785 -2.9221 -0.9680
H 4.9477 -2.7328 0.7238
H 2.3664 -1.2676 2.3578
C -1.2377 0.8780 -9.1654
Br 0.6514 1.1792 -9.4806
Br -2.3378 1.6785 -10.5473
Br -1.6371 -1.0036 -8.9283
H -1.4878 1.3762 -8.2308
C 1.8406 -0.2196 5.8845
Br 2.6270 -1.0663 7.4407
Br 0.9819 -1.5057 4.7123
Br 0.6359 1.2162 6.3784
H 2.6565 0.2284 5.3185
C -1.1167 -4.4719 3.3446
Br -0.7733 -3.4719 1.7182
Br -2.7440 -5.5171 3.2158
Br 0.4037 -5.5620 3.8520
H -1.2671 -3.7443 4.1401
C -3.8161 3.0289 4.5040
Br -5.0482 3.9015 3.2881
Br -3.3000 1.2703 3.8685
Br -2.2725 4.1401 4.8859
H -4.3447 2.8848 5.4440
C -7.9554 0.1604 0.1679
Br -7.7038 -1.0253 -1.3460
Br -9.1101 -0.6237 1.5134
Br -6.2637 0.7383 0.9194
H -8.4588 1.0500 -0.2047
C 6.4189 0.1568 5.6158
Br 5.6098 -0.1468 3.8813
Br 5.3942 1.4201 6.6690
Br 6.7177 -1.5029 6.5733
H 7.3957 0.6035 5.4412
C -5.6492 0.9315 -7.7066
Br -6.4955 0.6401 -9.4264
Br -6.6287 2.2104 -6.6281
Br -5.3543 -0.7334 -6.7584
H -4.6698 1.3640 -7.9028
C 5.5535 -6.7521 -0.2755
Br 4.5431 -7.9118 0.9049
Br 4.3976 -5.7812 -1.4923
Br 6.7230 -5.5614 0.7118
H 6.1898 -7.3920 -0.8829
C -0.6700 7.1145 7.9309
Br -2.5606 6.7361 8.1356
Br 0.3479 5.5102 7.5436
Br -0.3513 8.5034 6.6164
H -0.3157 7.4933 8.8872
C 8.5432 2.3152 9.7078
Br 6.6533 1.9453 9.9274
Br 9.5496 0.7058 9.3121
Br 8.8560 3.7029 8.3899
H 8.9073 2.6928 10.6608

---

[4]
22
Properties=species:S:1:pos:R:3 method="wB97M-V/def2-TZVPD" molar_mass_g_mol=127.19 fmax_ev_per_a=1.52 de_lowest_kcal_mol=19.0 homo_lumo_gap_ha=0.3674 smiles="CCC(=O)N[C@@H]1C[C@H]1C" homo_energy_ev=-9.11
C -1.1003 -2.7231 0.2644
C 0.0133 -2.5087 -0.7461
C 0.8461 -1.2493 -0.5897
O 1.5992 -0.8828 -1.4959
N 0.6799 -0.5317 0.5747
C 0.8716 0.8862 0.5626
C 0.1196 1.8103 1.4763
C -0.2719 1.7209 0.0256
C 0.0227 2.8089 -0.9474
H -1.7468 -3.5468 -0.0534
H -1.7248 -1.8296 0.3728
H -0.6913 -2.9774 1.2475
H 0.6866 -3.3711 -0.7554
H -0.4517 -2.4349 -1.7379
H 0.1076 -0.9091 1.3177
H 1.8876 1.1792 0.3052
H -0.5526 1.3824 2.2104
H 0.6262 2.7059 1.8180
H -1.1932 1.2042 -0.2217
H 0.8326 2.5184 -1.6243
H -0.8626 3.0101 -1.5600
H 0.3023 3.7381 -0.4435

---

[5]
10
Properties=species:S:1:pos:R:3 method="wB97M-V/def2-TZVPD" molar_mass_g_mol=104.13 fmax_ev_per_a=2.65 de_lowest_kcal_mol=63.0 homo_lumo_gap_ha=0.3103 homo_energy_ev=-9.70
C 1.5689 -0.5712 1.1409
C 1.3133 0.0168 0.0384
C 1.1393 0.7571 -0.9997
O -3.2701 0.6645 -1.0848
O -2.6677 -1.0783 0.5190
S -3.1937 0.2453 0.2822
H 1.0823 -1.5434 1.3332
H 1.6421 0.5761 -1.9249
H 2.2850 -0.1710 1.8546
H 0.1007 1.1040 -1.1589

---

[6]
40
Properties=species:S:1:pos:R:3 method="wB97M-V/def2-TZVPD" molar_mass_g_mol=238.23 fmax_ev_per_a=1.82 de_lowest_kcal_mol=64.4 homo_lumo_gap_ha=0.3533 smiles="CCC=O.O.O.O.O.O.O.O.O.O.O" homo_energy_ev=-9.89
C 1.0621 3.7209 1.1499
C 1.0001 2.4465 1.9929
C 1.1785 1.0932 1.3665
O 0.2494 0.3616 1.1205
H 0.0910 4.2104 1.0898
H 1.3088 3.4726 0.1171
H 1.7616 4.4589 1.5195
H 1.7919 2.5015 2.7502
H 0.1182 2.3679 2.6363
H 2.2172 0.7312 1.3040
O 3.0296 -2.3996 -0.0628
H 2.2339 -1.9008 0.1719
H 3.1177 -3.0547 0.6507
O -1.6364 -3.0315 -0.8012
H -0.7238 -2.9736 -0.5082
H -1.7498 -2.4281 -1.5445
O -0.3940 0.6372 -1.6820
H 0.4168 0.5579 -2.1917
H -1.1698 0.9834 -2.1350
O 2.6477 -2.0949 -2.8484
H 2.5868 -2.4801 -1.9536
H 3.5998 -1.8631 -2.8323
O -1.8715 3.0616 -1.5171
H -1.0557 2.6887 -1.1527
H -2.5825 2.4984 -1.1547
O 0.6789 -2.2774 1.6020
H 0.5530 -2.3592 2.5630
H 0.5409 -1.3272 1.4233
O -2.2588 0.7211 0.3900
H -2.2013 0.8294 1.3382
H -1.6360 0.0814 0.0222
O 0.8386 -0.3056 -3.9044
H 0.5052 -0.9125 -4.5829
H 1.3158 -0.9243 -3.3199
O -1.7632 -0.5203 2.9536
H -1.9497 0.2639 3.4738
H -1.2888 -0.2246 2.1533
O -3.8233 -2.2772 -0.0968
H -3.2562 -2.9192 0.3474
H -3.4823 -1.4137 0.1524